1.
Entry from OMol25: C37H72F3O35Rb as an isolated structure (ωB97M-V/def2-TZVPD).

Last column: Mulliken charge in e.
Geometry (Å):
Rb  5.186  -0.991  -1.677  0.924
C  1.433  -0.969  -0.165  0.626
O  0.325  -0.446  -0.886  -0.128
O  2.382  -1.215  -1.055  -0.900
C  1.964  -0.053  0.952  0.298
F  2.923  -0.720  1.658  -0.128
F  2.536  1.079  0.486  -0.307
F  1.025  0.323  1.859  -0.137
C  -0.900  -0.333  -0.173  1.170
C  -1.988  -0.262  -1.238  -0.276
H  -1.800  0.569  -1.919  -0.203
H  -1.949  -1.090  -1.958  0.053
H  -2.990  -0.250  -0.823  0.066
H  -0.926  0.644  0.321  -0.181
H  -1.171  -1.133  0.521  -0.176
H  1.137  -1.907  0.345  -0.623
C  -4.013  2.674  -1.052  -0.741
O  -3.693  2.175  0.237  0.105
C  -4.638  2.306  1.167  0.404
O  -5.715  2.791  1.000  -0.579
O  -4.123  1.858  2.300  0.036
C  -4.928  1.958  3.450  -0.853
H  -4.350  1.878  -1.713  0.315
H  -3.096  3.060  -1.490  -0.212
H  -4.686  3.526  -0.979  0.571
H  -4.330  1.739  4.336  0.250
H  -5.645  1.131  3.520  0.284
H  -5.422  2.919  3.538  0.293
C  -3.504  7.184  0.384  -0.774
O  -2.523  6.218  -0.001  -0.147
C  -2.180  5.358  0.941  0.588
O  -2.655  5.247  2.037  -0.627
O  -1.345  4.482  0.391  -0.021
C  -0.619  3.594  1.206  -0.694
H  -4.454  6.665  0.515  0.299
H  -3.619  7.868  -0.450  0.210
H  -3.188  7.693  1.290  0.307
H  0.064  4.168  1.847  0.466
H  0.047  2.946  0.640  0.171
H  -1.194  2.956  1.878  0.179
C  4.608  3.291  0.835  -0.466
O  4.853  4.332  -0.141  -0.307
C  4.882  3.975  -1.402  0.921
O  4.679  2.897  -1.893  -0.574
O  5.191  5.043  -2.127  -0.348
C  5.247  4.923  -3.540  -0.633
H  3.730  3.513  1.437  0.205
H  5.493  3.346  1.462  0.248
H  4.423  2.341  0.349  0.253
H  6.118  4.335  -3.834  0.290
H  5.392  5.907  -3.977  0.208
H  4.315  4.476  -3.885  0.270
C  -5.289  -0.187  -4.865  -0.686
O  -3.970  -0.359  -5.350  -0.289
C  -3.053  0.407  -4.772  0.615
O  -3.228  1.187  -3.879  -0.306
O  -1.925  0.250  -5.454  -0.359
C  -0.690  0.528  -4.799  -0.394
H  -5.411  -0.535  -3.839  0.201
H  -5.953  -0.800  -5.469  0.251
H  -5.595  0.854  -4.935  0.321
H  -0.273  -0.241  -4.150  0.274
H  -0.707  1.565  -4.464  -0.059
H  0.098  0.642  -5.558  0.319
C  9.536  -1.428  5.498  -0.716
O  8.264  -1.790  4.998  -0.286
C  8.052  -1.691  3.699  0.784
O  8.844  -1.362  2.872  -0.571
O  6.795  -2.077  3.498  -0.204
C  6.309  -2.059  2.175  -0.526
H  10.244  -2.204  5.214  0.331
H  9.457  -1.362  6.582  0.245
H  9.888  -0.433  5.221  0.302
H  5.240  -1.854  2.256  0.033
H  6.389  -3.026  1.675  0.308
H  6.705  -1.274  1.531  0.311
C  3.746  -0.831  4.930  -0.448
O  4.876  -0.402  5.679  -0.321
C  5.445  0.737  5.315  0.838
O  5.082  1.468  4.433  -0.587
O  6.487  0.954  6.124  -0.346
C  7.211  2.160  5.966  -0.693
H  3.221  -1.460  5.646  0.289
H  3.963  -1.392  4.026  -0.001
H  3.017  -0.076  4.633  0.393
H  7.149  2.632  4.989  0.311
H  8.272  1.927  6.106  0.236
H  6.980  2.864  6.767  0.286
C  -1.528  -3.621  -0.144  0.136
O  -1.879  -4.956  -0.487  -0.340
C  -1.196  -5.506  -1.477  0.912
O  -0.285  -5.028  -2.059  -0.554
O  -1.697  -6.727  -1.644  -0.401
C  -1.191  -7.506  -2.721  -0.736
H  -2.209  -3.243  0.617  0.098
H  -1.772  -2.935  -0.958  -0.286
H  -0.497  -3.517  0.182  0.256
H  -1.414  -8.532  -2.430  0.260
H  -0.109  -7.409  -2.789  0.327
H  -1.705  -7.287  -3.654  0.278
C  -1.147  -2.826  -6.544  -0.414
O  -2.363  -3.342  -5.993  -0.414
C  -2.506  -3.271  -4.688  0.920
O  -1.647  -3.028  -3.896  -0.481
O  -3.770  -3.598  -4.425  -0.410
C  -4.267  -3.664  -3.092  -0.343
H  -1.395  -2.617  -7.577  0.227
H  -0.375  -3.589  -6.458  0.316
H  -0.844  -1.949  -5.979  0.047
H  -4.933  -2.824  -2.913  0.175
H  -3.478  -3.657  -2.344  0.045
H  -4.769  -4.618  -2.962  0.354
C  -6.691  -6.222  0.201  -0.628
O  -6.621  -5.085  1.047  -0.387
C  -5.788  -4.126  0.660  0.703
O  -5.127  -4.130  -0.334  -0.395
O  -5.833  -3.187  1.597  -0.359
C  -5.149  -1.977  1.287  -0.390
H  -7.193  -7.008  0.762  0.236
H  -5.746  -6.627  -0.162  0.267
H  -7.298  -6.012  -0.685  0.285
H  -4.178  -1.902  1.778  0.202
H  -5.826  -1.182  1.583  0.278
H  -4.947  -1.879  0.222  0.162
C  1.903  -4.243  3.681  -0.718
O  1.359  -3.179  4.410  -0.356
C  0.394  -2.441  3.874  0.779
O  -0.166  -2.628  2.837  -0.382
O  0.189  -1.437  4.707  -0.344
C  -0.867  -0.525  4.424  -0.540
H  1.562  -5.219  4.032  0.315
H  2.992  -4.309  3.755  0.252
H  1.748  -4.203  2.601  0.285
H  -0.725  0.392  4.983  0.274
H  -1.782  -0.965  4.842  0.344
H  -1.037  -0.417  3.356  0.115
C  1.960  5.945  -2.331  -0.459
O  0.537  5.843  -2.461  -0.344
C  0.086  4.803  -3.149  0.962
O  0.732  3.908  -3.614  -0.641
O  -1.235  4.881  -3.132  -0.288
C  -1.962  3.945  -3.893  -0.572
H  2.225  5.649  -1.317  0.258
H  2.190  6.993  -2.495  0.289
H  2.450  5.294  -3.046  0.128
H  -2.838  4.414  -4.359  0.305
H  -2.398  3.159  -3.296  0.104
H  -1.423  3.569  -4.763  0.457

Cartesian forces (eV/Å) of the 3 atoms listed first:
-1.1 0.2 0.2
0.8 -1.2 -1.5
-0.6 0.1 1.2

## Properties
DFT total energy ... -4410.1255 Ha
E_HOMO ... -7.1 eV
Maximum force ... 2.3 eV Å⁻¹
Charge ... 0
HOMO-LUMO gap ... 6.42 eV



2.
Entry from OMol25: a 9-piece molecular cluster, C37H76BCl16I overall (ωB97M-V/def2-TZVPD).

Last column: Mulliken charge in e.
Geometry (Å):
C  -6.402  0.017  -6.579  -0.932
C  -5.339  1.091  -5.921  -0.208
C  -3.873  0.864  -6.622  -0.348
C  -2.937  2.196  -6.422  -0.729
C  -2.011  2.033  -5.079  0.632
C  -1.678  3.537  -4.515  -0.703
C  -1.247  3.605  -2.934  -0.734
C  -0.158  2.476  -2.459  0.107
C  1.314  3.064  -2.037  -0.646
C  1.907  2.343  -0.659  -0.276
C  2.094  3.491  0.526  -0.512
C  3.424  3.249  1.460  -0.545
C  3.193  2.238  2.733  -0.279
C  1.878  2.603  3.663  -0.243
C  1.713  1.312  4.713  -0.331
C  0.179  1.156  5.279  -0.528
C  -0.931  0.794  4.124  -0.152
C  -1.649  -0.674  4.298  -0.510
B  -0.976  -1.795  3.257  0.571
C  0.619  -2.214  3.281  -0.654
I  1.217  -2.753  5.336  -0.040
C  0.983  -3.512  2.310  0.142
C  2.621  -3.704  2.418  -0.180
H  -7.222  0.546  -7.242  0.251
H  -5.844  -0.741  -7.313  0.267
H  -6.985  -0.588  -5.745  0.248
H  -5.258  0.836  -4.781  0.134
H  -5.741  2.170  -6.142  0.285
H  -3.333  -0.077  -6.184  -0.060
H  -4.038  0.742  -7.788  0.364
H  -3.683  3.120  -6.318  0.257
H  -2.300  2.418  -7.407  0.307
H  -2.448  1.312  -4.259  -0.558
H  -0.968  1.550  -5.402  0.202
H  -2.696  4.155  -4.606  0.308
H  -0.916  4.122  -5.224  0.232
H  -0.775  4.686  -2.763  0.295
H  -2.208  3.565  -2.245  0.273
H  0.022  1.603  -3.218  -0.004
H  -0.617  1.965  -1.482  0.118
H  2.056  2.829  -2.942  0.246
H  1.234  4.231  -1.950  0.337
H  2.933  1.825  -0.905  0.315
H  1.172  1.466  -0.321  0.082
H  1.090  3.609  1.123  0.112
H  2.278  4.519  -0.047  0.366
H  3.898  4.289  1.780  0.028
H  4.234  2.720  0.763  0.309
H  4.143  2.370  3.442  0.245
H  3.209  1.105  2.402  0.143
H  0.868  2.649  3.069  0.082
H  2.087  3.537  4.341  0.203
H  2.047  0.314  4.151  -0.056
H  2.448  1.462  5.631  0.314
H  0.111  0.340  6.124  0.318
H  -0.126  2.226  5.710  0.272
H  -0.481  0.890  3.043  0.032
H  -1.804  1.605  4.192  0.308
H  -1.580  -0.989  5.426  0.327
H  -2.807  -0.523  4.068  -0.061
H  -1.704  -2.274  2.435  -0.228
H  1.240  -1.283  2.887  0.035
H  0.704  -3.343  1.181  0.310
H  0.468  -4.488  2.725  0.040
H  2.863  -4.425  3.332  0.180
H  3.093  -2.650  2.714  0.248
H  3.135  -4.031  1.417  -0.339
Cl  -2.572  -0.797  -3.261  -0.138
C  -1.999  -2.345  -3.930  -0.393
C  -0.674  -2.201  -4.661  -0.475
Cl  -0.834  -1.263  -6.166  -0.163
H  -2.781  -2.740  -4.587  0.348
H  -1.886  -3.032  -3.085  0.202
H  -0.295  -3.188  -4.941  0.376
H  0.080  -1.713  -4.035  0.283
Cl  -3.701  -4.079  3.472  -0.127
C  -5.064  -3.155  2.792  -0.097
C  -5.116  -3.239  1.275  -0.588
Cl  -3.758  -2.382  0.507  -0.090
H  -4.977  -2.120  3.135  -0.119
H  -5.978  -3.579  3.220  0.370
H  -6.034  -2.772  0.908  0.212
H  -5.102  -4.278  0.929  0.385
Cl  6.492  3.909  1.904  -0.091
C  7.546  5.332  2.097  -0.483
C  6.756  6.595  2.403  -0.569
Cl  5.778  7.130  1.015  -0.163
H  8.140  5.440  1.185  0.341
H  8.228  5.111  2.923  0.308
H  7.441  7.413  2.642  0.352
H  6.085  6.453  3.256  0.328
Cl  -7.757  -0.830  4.483  -0.175
C  -7.951  0.479  3.291  -0.432
C  -7.251  0.169  1.977  -0.506
Cl  -5.478  0.173  2.142  -0.094
H  -7.576  1.404  3.739  0.304
H  -9.026  0.595  3.121  0.313
H  -7.502  0.931  1.234  0.384
H  -7.553  -0.805  1.580  0.239
Cl  5.348  -3.068  -0.376  -0.160
C  5.434  -4.748  -0.961  -0.582
C  4.295  -5.086  -1.909  -0.490
Cl  2.721  -5.137  -1.079  -0.099
H  5.443  -5.410  -0.090  0.338
H  6.393  -4.854  -1.479  0.369
H  4.456  -6.077  -2.345  0.290
H  4.224  -4.363  -2.728  0.320
Cl  0.676  -7.929  -3.076  -0.197
C  0.275  -7.861  -1.342  -0.008
C  -1.211  -7.644  -1.104  -0.440
Cl  -1.742  -6.019  -1.600  -0.110
H  0.876  -7.068  -0.886  -0.068
H  0.586  -8.816  -0.907  0.309
H  -1.434  -7.738  -0.037  0.194
H  -1.816  -8.379  -1.643  0.332
Cl  4.332  11.896  -1.597  -0.187
C  4.405  10.288  -2.359  -0.426
C  5.414  9.376  -1.680  -0.317
Cl  7.091  9.912  -1.947  -0.189
H  4.635  10.425  -3.420  0.320
H  3.402  9.856  -2.281  0.292
H  5.336  8.364  -2.090  0.318
H  5.244  9.319  -0.601  0.191
Cl  -0.578  -7.877  3.279  -0.156
C  -0.216  -7.289  4.921  -0.501
C  1.183  -6.703  5.026  0.313
Cl  2.447  -7.947  4.866  -0.212
H  -0.358  -8.120  5.618  0.399
H  -0.960  -6.520  5.152  0.238
H  1.318  -6.238  6.007  0.277
H  1.358  -5.940  4.262  -0.385

Cartesian forces (eV/Å) of the 3 atoms listed first:
-0.4 -0.3 -0.3
0.0 -1.2 -0.7
-0.2 1.1 -0.5

## Properties
DFT total energy ... -9140.6733 Ha
E_HOMO ... -9.2 eV
Maximum force ... 2.7 eV Å⁻¹
Charge ... 0
HOMO-LUMO gap ... 9.29 eV
SMILES string ... CCCCCCCCCCCCCCCCCCB[C@@H](I)CC.ClCCCl.ClCCCl.ClCCCl.ClCCCl.ClCCCl.ClCCCl.ClCCCl.ClCCCl